1.
# C3H7FOP2

A molecular structure, C3H7FOP2 (the ωB97M-V functional and the def2-TZVPD basis, the Open Molecules 2025 dataset).

Geometry as XYZ:
```
14
Properties=species:S:1:pos:R:3:forces:R:3:lowdin_charge:R:1
C -0.2525 -0.0488 -1.0665 -0.8 3.2 4.5 -0.401
C -1.3899 -0.8544 -1.4426 -2.1 -2.2 0.2 -0.056
C -0.3234 0.6206 0.7844 -1.3 -2.2 -2.3 -1.002
O 0.6187 0.4853 -1.6208 1.3 -0.2 -2.2 0.057
F -0.7453 -0.5237 1.5355 0.2 0.9 -0.3 -0.179
P -1.5783 1.9756 0.8179 -0.3 -1.0 0.9 0.790
P 1.2697 1.2386 1.2833 1.9 -0.4 -0.7 0.784
H -0.9132 -1.8025 -1.8455 -0.9 0.8 0.4 0.116
H -2.1030 -0.4387 -2.2265 1.3 -0.2 0.8 0.117
H -2.0396 -1.0742 -0.5014 1.3 0.1 -1.7 0.104
H -2.4558 1.0913 0.1416 -0.6 0.4 0.3 -0.121
H -2.0090 1.6355 2.2080 0.2 0.3 -1.3 -0.056
H 1.8210 1.1085 -0.0897 -0.4 0.6 1.1 -0.060
H 1.7622 -0.0649 1.5294 0.2 0.0 0.3 -0.093
```
Forces are in eV/Å.

Computed properties:
F_max   5.6 eV/Å
Lowest unoccupied orbital energy   0.57 eV
HOMO-LUMO gap   9.36 eV
Highest occupied orbital energy   -8.79 eV

2.
# C3H7IN

2 unconnected molecules or ions with the total composition C3H7IN (the ωB97M-V functional and the def2-TZVPD basis, the Open Molecules 2025 dataset).

Geometry as XYZ:
```
12
Properties=species:S:1:pos:R:3:forces:R:3:mulliken_spin:R:1
C -1.0824 -1.4829 0.1704 0.0 -0.8 -0.5 0.051
C 0.2800 -1.1567 0.7900 0.8 -0.5 -0.3 0.078
C -0.8358 -0.2594 0.8817 -0.9 1.6 1.0 0.776
N 0.9573 1.7338 -1.0129 -0.3 0.3 0.3 0.100
I -1.4472 1.5580 1.4328 0.4 -0.5 -0.4 0.856
H -1.2193 -1.4265 -0.9048 0.2 0.1 -0.1 0.043
H -1.6992 -2.2575 0.6107 0.0 0.0 0.3 0.035
H 0.6117 -1.6985 1.6688 -0.3 -0.1 0.2 0.035
H 1.1170 -0.8665 0.1639 -0.2 0.1 -0.3 0.034
H 0.3126 2.4561 -1.3178 0.1 0.0 -0.1 -0.003
H 1.2225 1.1993 -1.8310 0.0 -0.1 0.0 -0.002
H 1.7830 2.2008 -0.6517 0.0 -0.1 -0.1 -0.003
```
Forces are in eV/Å.

Computed properties:
F_max   2.1 eV/Å
Lowest unoccupied orbital energy (spin up / spin down)   -4.28 / -9.05 eV
HOMO-LUMO gap (spin up / spin down)   8.49 / 5.20 eV
Total charge   +1
Spin multiplicity   3
Highest occupied orbital energy (spin up / spin down)   -12.77 / -14.25 eV

3.
# C3H7IN2S

A single C3H7IN2S molecule (the ωB97M-V functional and the def2-TZVPD basis, the Open Molecules 2025 dataset).

Geometry as XYZ:
```
14
Properties=species:S:1:pos:R:3:forces:R:3:lowdin_charge:R:1
H 0.2698 -2.7393 -0.7303 -0.1 0.1 -0.3 0.060
N 0.1263 -1.9244 -0.1396 0.3 -0.6 0.4 0.083
C -0.4882 -0.9767 -0.6703 -0.8 2.5 1.6 -0.299
C -0.7014 0.3919 0.2002 1.2 -2.5 -1.4 -0.779
N -1.9221 1.0139 -0.1816 -0.4 0.5 -0.2 -0.562
I -3.6074 -0.0749 0.2791 0.2 0.1 0.1 0.777
S 0.6806 1.4582 -0.3764 -0.2 0.1 -0.1 0.825
C 2.0720 0.5416 0.3461 -0.2 0.4 0.0 -0.393
H -0.8962 -0.8880 -1.6748 0.0 -0.1 -0.2 0.106
H -0.5498 0.1779 1.2628 -0.1 -0.1 -0.1 0.095
H -2.0095 1.9196 0.2741 -0.1 -0.1 0.0 0.020
H 2.8779 0.5604 -0.3837 0.0 0.0 0.0 0.031
H 1.7564 -0.4815 0.5262 0.1 -0.1 0.0 0.008
H 2.3916 1.0213 1.2681 0.0 -0.1 0.0 0.030
```
Forces are in eV/Å.

Computed properties:
F_max   3.1 eV/Å
Lowest unoccupied orbital energy   -0.26 eV
HOMO-LUMO gap   8.47 eV
Highest occupied orbital energy   -8.73 eV

4.
# C3H7IN2Si

A single C3H7IN2Si molecule (the ωB97M-V functional and the def2-TZVPD basis, the Open Molecules 2025 dataset).

Geometry as XYZ:
```
14
Properties=species:S:1:pos:R:3:forces:R:3:lowdin_charge:R:1
C 2.2459 0.6319 -0.7509 -2.3 -0.4 2.6 -0.206
Si 0.3481 0.4732 -0.6667 -1.5 0.4 2.8 0.182
I -0.5519 2.1504 -2.2024 0.1 -0.1 0.1 0.439
N -0.4564 -1.0258 -1.0198 0.4 -0.5 -0.3 -0.079
C -1.2728 -1.3858 -0.1178 1.0 2.4 0.3 -0.232
C -1.4971 -0.5533 1.1223 -1.9 2.6 -2.2 -0.314
N -0.6681 0.6615 1.1415 1.8 -0.8 -2.6 -0.118
H 2.8405 0.3196 0.0816 -0.1 -1.1 0.9 0.026
H 2.5385 0.0854 -1.5605 1.0 -0.9 -2.6 -0.006
H 2.4804 1.6381 -0.6928 0.3 2.3 -1.1 -0.007
H -1.9014 -2.2038 -0.2271 -1.1 -1.9 -0.4 0.083
H -2.6174 -0.2237 1.1305 1.5 -0.3 -0.6 0.142
H -1.5693 -1.1641 1.9388 0.9 -1.6 2.6 0.068
H 0.0808 0.5962 1.8231 -0.1 -0.1 0.3 0.022
```
Forces are in eV/Å.

Computed properties:
F_max   3.9 eV/Å
Lowest unoccupied orbital energy   0.68 eV
HOMO-LUMO gap   10.04 eV
Highest occupied orbital energy   -9.36 eV

5.
# C3H7IN3O

2 unconnected molecules or ions with the total composition C3H7IN3O (the ωB97M-V functional and the def2-TZVPD basis, the Open Molecules 2025 dataset).

Geometry as XYZ:
```
15
Properties=species:S:1:pos:R:3:forces:R:3:lowdin_charge:R:1
C -0.9264 -1.3204 -0.1559 0.1 0.2 0.5 -0.137
C -0.4908 0.0787 0.2958 -0.7 0.1 -0.3 -0.217
C -1.0897 0.8869 -0.8616 -0.9 0.0 1.9 -0.550
N -1.3228 -1.1597 -1.5455 -0.1 -1.2 -0.4 0.058
N -1.4360 0.0276 -1.8692 -0.2 0.8 -1.4 0.046
N 1.0082 0.2636 0.2512 0.2 0.1 -0.1 0.246
O -0.6663 2.1190 -1.0455 0.2 0.0 0.0 0.090
I -3.8565 1.2153 -0.0169 1.1 -0.2 -0.2 0.337
H -0.1687 -2.1024 -0.0911 0.0 0.0 0.1 0.132
H -1.8118 -1.6636 0.3879 0.1 0.1 0.1 0.134
H -0.8501 0.3893 1.2749 0.1 0.0 -0.1 0.149
H 1.2194 1.2682 0.3477 0.1 -0.3 0.0 0.180
H 1.3728 -0.0518 -0.6598 0.1 0.1 0.3 0.189
H 1.4824 -0.2605 0.9994 -0.1 0.2 -0.2 0.188
H -1.0698 2.5307 -1.8257 0.0 0.0 -0.1 0.156
```
Forces are in eV/Å.

Computed properties:
F_max   2.1 eV/Å
Lowest unoccupied orbital energy (spin up / spin down)   -5.42 / -5.97 eV
HOMO-LUMO gap (spin up / spin down)   7.53 / 6.72 eV
Total charge   +1
Highest occupied orbital energy (spin up / spin down)   -12.95 / -12.69 eV

6.
# C3H7INS

A gas-phase ion, C3H7INS (charge +1) (the ωB97M-V functional and the def2-TZVPD basis, the Open Molecules 2025 dataset).

Geometry as XYZ:
```
13
Properties=species:S:1:pos:R:3:forces:R:3:lowdin_charge:R:1
I -3.0338 -0.1197 -0.0082 1.2 0.0 0.3 0.900
C -0.8724 -0.2718 0.2933 -0.6 -1.9 -0.4 -0.790
C -0.1911 -1.5053 -0.3869 -0.1 -1.2 1.9 -0.475
S 1.5476 -1.1349 0.0907 -0.9 1.1 -0.9 0.890
C 1.2236 0.6516 -0.3947 4.9 0.1 0.6 -0.381
N -0.1844 0.9793 -0.1079 0.0 0.6 0.4 -0.058
H -0.4750 -0.2944 1.3123 -1.2 -0.6 0.3 0.093
H -0.4315 -2.5025 0.1952 0.1 2.2 -1.1 0.135
H -0.3682 -1.6957 -1.4536 0.1 0.5 0.3 0.087
H 1.5240 0.7727 -1.5013 -1.1 0.1 1.7 0.129
H 2.0341 1.2528 0.2537 -2.2 -1.0 -1.5 0.147
H -0.4444 1.6468 0.6365 1.0 -0.1 0.0 0.188
H -0.5179 1.4613 -0.9004 -1.1 0.2 -1.7 0.136
```
Forces are in eV/Å.

Computed properties:
F_max   4.9 eV/Å
Lowest unoccupied orbital energy   -4.03 eV
HOMO-LUMO gap   9.59 eV
Total charge   +1
Highest occupied orbital energy   -13.62 eV

7.
# C3H7N

2 unconnected molecules or ions with the total composition C3H7N (the ωB97M-V functional and the def2-TZVPD basis, the Open Molecules 2025 dataset).

Geometry as XYZ:
```
11
Properties=species:S:1:pos:R:3:forces:R:3:mulliken_spin:R:1
C -1.0811 -2.5630 -2.7323 0.2 -0.3 0.8 0.000
C -2.2617 -3.1350 -2.5403 0.0 0.5 -0.7 0.000
H -0.7463 -2.1361 -3.6633 -0.3 0.2 -0.2 0.000
H -0.3631 -2.5016 -1.9216 0.1 -0.2 -0.1 0.000
H -3.0051 -3.0642 -3.3276 0.0 -0.3 0.0 0.000
H -2.5571 -3.6232 -1.6246 0.1 0.1 0.2 0.000
C 1.2599 3.3041 2.7866 -1.0 0.6 -0.2 0.508
N 2.0311 2.2947 2.3421 0.7 -1.0 -0.7 0.401
H 0.4877 3.6167 2.0655 0.1 0.1 0.3 0.050
H 1.3509 3.9825 3.6423 0.5 -0.2 0.1 0.045
H 2.8672 2.0450 2.8673 -0.3 0.5 0.5 -0.004
```
Forces are in eV/Å.

Computed properties:
F_max   1.4 eV/Å
Lowest unoccupied orbital energy (spin up / spin down)   3.11 / 3.11 eV
HOMO-LUMO gap (spin up / spin down)   1.74 / 5.68 eV
Total charge   -1
Spin multiplicity   2
Highest occupied orbital energy (spin up / spin down)   1.37 / -2.57 eV

8.
# C3H7N

2 unconnected molecules or ions with the total composition C3H7N (the ωB97M-V functional and the def2-TZVPD basis, the Open Molecules 2025 dataset).

Geometry as XYZ:
```
11
Properties=species:S:1:pos:R:3:forces:R:3:lowdin_charge:R:1
C 2.2480 0.0977 -0.5855 0.2 0.7 -1.1 -0.014
C 2.1760 -0.0543 0.5911 0.0 -0.2 0.6 -0.009
H 2.3543 0.4283 -1.6000 -0.1 -0.4 0.2 0.028
H 2.1365 -0.1989 1.6372 -0.1 -0.1 0.3 0.019
C -1.4237 -0.5729 -0.1233 -1.5 -0.2 1.6 -0.209
N -1.2532 0.8904 0.0734 -0.1 -1.0 0.2 -0.072
H -0.5293 -1.2270 -0.1398 -0.2 0.7 -0.5 0.052
H -2.0603 -1.0517 0.6712 0.6 0.8 -0.3 0.072
H -2.1122 -0.6364 -0.9632 0.6 -0.5 -0.6 0.057
H -1.0092 1.2027 1.0156 0.2 -0.5 -0.5 0.054
H -0.5269 1.1219 -0.5767 0.4 0.7 0.1 0.023
```
Forces are in eV/Å.

Computed properties:
F_max   2.2 eV/Å
Lowest unoccupied orbital energy   1.14 eV
HOMO-LUMO gap   10.30 eV
Highest occupied orbital energy   -9.17 eV

9.
# C3H7N

A single C3H7N molecule (the ωB97M-V functional and the def2-TZVPD basis, the Open Molecules 2025 dataset).

Geometry as XYZ:
```
11
Properties=species:S:1:pos:R:3:forces:R:3:lowdin_charge:R:1
C -0.6467 -0.4804 -1.7689 0.7 0.3 0.8 -0.010
C -0.0331 0.1111 -0.7429 0.2 -0.1 -0.3 -0.188
C 0.1196 -0.3554 0.6733 -0.7 0.2 1.0 -0.301
N 0.4890 0.7442 1.5462 -0.1 0.7 0.1 -0.027
H -0.3059 -0.1502 -2.7352 -0.8 0.2 -0.5 0.045
H -1.3313 -1.3085 -1.6594 0.2 -0.3 -0.1 0.053
H 0.4910 1.0474 -0.9411 0.3 -0.3 -0.1 0.093
H -0.8215 -0.7227 1.0968 -0.1 0.0 -0.3 0.115
H 0.7761 -1.2305 0.7493 0.3 0.1 -0.3 0.106
H 1.3818 1.2026 1.4795 0.2 -0.4 -0.3 0.061
H 0.1760 0.7374 2.4992 -0.1 -0.4 0.0 0.055
```
Forces are in eV/Å.

Computed properties:
F_max   1.3 eV/Å
Lowest unoccupied orbital energy   1.28 eV
HOMO-LUMO gap   10.27 eV
Highest occupied orbital energy   -8.99 eV

| no. | energy (eV) |
| --- | --- |
| 1 | -26563.6984 |
| 2 | -12802.9868 |
| 3 | -25139.0806 |
| 4 | -22183.7254 |
| 5 | -17833.3834 |
| 6 | -23642.3215 |
| 7 | -4711.0134 |
| 8 | -4711.7482 |
| 9 | -4713.3263 |